# 1
A structure of composition C19H18LiN13O3, computed with ωB97M-V/def2-TZVPD.

Largest force on an atom, eV Å⁻¹: 0.281
HOMO, eV: -7.92

Positions of all 54 atoms, in Å:
Li 0.37197 -0.48030 -0.73579
N -3.44584 1.52056 -1.37336
C -2.37989 0.72780 -1.57236
N -1.16909 1.01198 -1.22964
C -0.92334 2.18802 -0.54273
N 0.26287 2.51573 -0.14466
N 1.21733 1.56266 -0.47692
C 2.40776 1.99742 -0.40030
C 3.55675 1.14026 -0.73390
C 4.84412 1.60943 -0.49950
C 5.91920 0.79686 -0.82307
C 5.66477 -0.44582 -1.37297
C 4.34151 -0.82527 -1.57586
N 3.30468 -0.05873 -1.26646
C -2.04882 3.07713 -0.23056
C -1.89821 4.26557 0.48861
C -2.99371 5.05098 0.77373
C -4.26384 4.65941 0.34441
C -4.43382 3.49326 -0.36927
C -3.32165 2.70382 -0.65668
H -4.36220 1.14522 -1.55379
H -2.56337 -0.22866 -2.04632
H 2.59962 3.02619 -0.09390
H 4.99185 2.59206 -0.07039
H 6.93393 1.13071 -0.65007
H 6.46753 -1.11690 -1.64540
H 4.10424 -1.79191 -2.00343
H -0.90485 4.54531 0.81018
H -2.87250 5.97002 1.33068
H -5.12412 5.27453 0.57292
H -5.41624 3.18255 -0.70248
N -0.36073 -0.21161 1.44325
N -0.01530 -1.31939 2.22545
C 0.71422 -2.32212 1.67769
N 0.72685 -3.47845 2.36078
N 1.33616 -2.02229 0.54630
N 2.02686 -3.02163 -0.08008
O 2.10853 -2.91668 -1.28849
O 2.55960 -3.93070 0.55306
H -0.00378 0.63327 1.87266
H -1.37234 -0.15741 1.34340
H -0.58452 -1.54760 3.02654
H -0.12927 -3.77184 2.81234
H 1.32654 -4.19994 1.99084
N -0.69990 -4.09710 -0.99149
C -1.31751 -2.92017 -0.72302
O -1.04812 -1.90053 -1.38438
C -2.25602 -2.89641 0.37369
C -2.96561 -1.70838 0.61474
N -3.50953 -0.70733 0.82972
C -2.27281 -3.91519 1.34222
N -2.21010 -4.78288 2.10783
H 0.01697 -4.10105 -1.69685
H -0.93684 -4.94446 -0.50695

---

# 2
A cluster of 2 separate species, C19H18N2O3 in total, computed with ωB97M-V/def2-TZVPD.

Largest force on an atom, eV Å⁻¹: 1.229
HOMO, eV: -7.29

Positions of all 42 atoms, in Å:
C 3.76953 -4.26787 0.02805
C 2.88491 -3.08762 0.28266
C 1.95492 -3.13657 1.33332
C 1.13277 -2.05998 1.58832
C 1.15660 -0.88734 0.76946
C 0.22223 0.14205 1.06032
C 0.28904 1.52600 0.76419
C -0.79905 2.33719 1.21964
C -0.92238 3.65783 0.85307
C 0.02012 4.24923 -0.00192
C -0.16817 5.67144 -0.42796
C 1.13511 3.49930 -0.40535
C 1.32662 2.19828 0.04697
C 2.06630 -0.88171 -0.32659
C 2.95430 -1.93591 -0.51203
H 4.54289 -4.02365 -0.70673
H 4.25891 -4.60498 0.95148
H 3.19108 -5.11985 -0.35632
H 1.89210 -4.04044 1.94606
H 0.42070 -2.08945 2.41636
H -0.56957 -0.13869 1.75735
H -1.56031 1.86435 1.84306
H -1.77378 4.24936 1.20003
H 0.54736 5.94277 -1.21002
H -1.18410 5.82911 -0.81271
H -0.03442 6.36927 0.41151
H 1.85851 3.96455 -1.08306
H 2.26525 1.68216 -0.15501
H 2.03254 -0.06217 -1.04526
H 3.71108 -1.88631 -1.30084
C -1.74413 -0.76968 -1.10377
C -1.94306 -2.16473 -0.95865
O -1.08051 -3.05190 -1.01095
N -3.27750 -2.55382 -0.71829
C -4.38897 -1.73446 -0.54178
O -5.49969 -2.13723 -0.24392
N -4.07061 -0.39457 -0.75073
C -2.80252 0.16456 -1.00637
O -2.72503 1.39670 -1.10767
H -0.77157 -0.41394 -1.41298
H -3.46433 -3.54012 -0.60360
H -4.85317 0.23885 -0.66935

---

# 3
An isolated molecule of C19H18N2O4, computed with ωB97M-V/def2-TZVPD.

Largest force on an atom, eV Å⁻¹: 0.825
SMILES: COc1ccc(OC)c(NC(=O)Cn2cc(C=O)c3ccccc32)c1
HOMO, eV: -7.92

Positions of all 43 atoms, in Å:
C -2.72216 -1.11872 -2.61298
O -2.02956 0.10608 -2.61203
C -0.76917 0.14176 -2.10039
C -0.10607 1.36347 -2.19044
C 1.18949 1.50875 -1.73661
C 1.85433 0.43524 -1.15891
O 3.12925 0.44799 -0.68054
C 3.79900 1.68904 -0.59330
C 1.17331 -0.78429 -1.02764
N 1.86496 -1.85531 -0.42060
C 1.58279 -2.56534 0.69409
O 2.33791 -3.41955 1.10542
C 0.26108 -2.29728 1.42786
N -0.15185 -0.92269 1.46548
C 0.66742 0.13869 1.61886
C -0.03852 1.32050 1.49399
C 0.50906 2.64881 1.52050
O 1.68720 2.92895 1.59819
C -1.40339 0.94632 1.25237
C -2.57791 1.65943 1.03288
C -3.74605 0.95805 0.82733
C -3.76660 -0.43683 0.84439
C -2.61496 -1.16812 1.05328
C -1.43234 -0.46652 1.24531
C -0.11617 -0.93728 -1.51473
H -2.18067 -1.88521 -3.17709
H -3.67298 -0.91666 -3.10319
H -2.91041 -1.47207 -1.59467
H -0.62745 2.19589 -2.63370
H 1.67191 2.46818 -1.82218
H 4.76634 1.46382 -0.14786
H 3.95059 2.13232 -1.58175
H 3.25331 2.38240 0.05222
H 2.82686 -1.95644 -0.72676
H -0.52036 -2.88996 0.94453
H 0.39712 -2.69160 2.44293
H 1.71536 0.01455 1.81746
H -0.25155 3.44894 1.43598
H -2.57360 2.73821 1.02546
H -4.66793 1.49216 0.65395
H -4.70279 -0.95286 0.69098
H -2.64589 -2.24818 1.07312
H -0.59002 -1.90128 -1.42500

---

# 4
An isolated molecule of C19H18N2O5S, computed with ωB97M-V/def2-TZVPD.

Largest force on an atom, eV Å⁻¹: 0.731
SMILES: COc1cccc(OC)c1C(=O)NNS(=O)(=O)c1ccc2ccccc2c1
HOMO, eV: -8.50

Positions of all 45 atoms, in Å:
C -1.07001 -1.44203 -3.16930
O -1.09741 -1.20178 -1.78108
C -2.15564 -0.55312 -1.22270
C -3.24677 -0.08242 -1.94408
C -4.27018 0.56938 -1.28137
C -4.23608 0.75760 0.08618
C -3.14524 0.29764 0.82210
O -3.03319 0.39960 2.16289
C -4.02794 1.08703 2.88293
C -2.09282 -0.35767 0.16392
C -0.87869 -0.74568 0.94967
O -0.31416 -0.00180 1.71483
N -0.49963 -2.05420 0.75645
N 0.74605 -2.44584 1.23632
S 1.98553 -2.28599 0.08132
O 3.11272 -2.99694 0.60629
O 1.47023 -2.68113 -1.20473
C 2.22937 -0.52864 0.13610
C 2.91227 0.00307 1.23346
C 3.00982 1.35950 1.35974
C 2.41679 2.21757 0.40673
C 2.47912 3.62168 0.52557
C 1.88314 4.43025 -0.40192
C 1.19655 3.87486 -1.49318
C 1.12124 2.51825 -1.64144
C 1.72696 1.65814 -0.70258
C 1.65296 0.25469 -0.81619
H -1.92097 -2.05125 -3.48847
H -1.05494 -0.50812 -3.74001
H -0.14483 -1.99324 -3.33439
H -3.30420 -0.21706 -3.01161
H -5.11548 0.93476 -1.84518
H -5.05551 1.26284 0.56996
H -5.00009 0.58858 2.80385
H -4.12101 2.12576 2.55128
H -3.69788 1.06967 3.92011
H -0.78059 -2.48960 -0.11913
H 0.73397 -3.35717 1.67662
H 3.33827 -0.67982 1.94986
H 3.52762 1.79758 2.20017
H 3.00417 4.04781 1.36814
H 1.93372 5.50455 -0.30116
H 0.72820 4.53002 -2.21305
H 0.59320 2.08211 -2.47698
H 1.12926 -0.20685 -1.63769

---

# 5
An isolated molecule of C19H18N4O2S, computed with ωB97M-V/def2-TZVPD.

Largest force on an atom, eV Å⁻¹: 1.706
SMILES: CCOc1cccc(-c2nnc3sc(COc4ccc(C)cc4)nn23)c1
HOMO, eV: -8.24

Positions of all 44 atoms, in Å:
C -6.27901 -2.59201 -0.97913
C -5.87987 -2.27877 0.46008
O -4.63446 -1.61615 0.54836
C -4.54230 -0.29524 0.23715
C -5.60980 0.54584 -0.06323
C -5.37876 1.88527 -0.34162
C -4.10308 2.40576 -0.33044
C -3.02803 1.56643 -0.02938
C -1.69248 2.11651 -0.02392
N -1.36788 3.36303 -0.28643
N -0.04393 3.53477 -0.20154
C 0.45750 2.37675 0.11788
S 1.98802 1.64934 0.43406
C 1.11342 0.13221 0.71233
C 1.81338 -1.14344 1.05876
O 2.74075 -1.53376 0.08081
C 3.98714 -0.95746 0.04238
C 4.51336 -0.09450 0.99201
C 5.79908 0.40045 0.83663
C 6.58242 0.05368 -0.25121
C 7.96814 0.59643 -0.42444
C 6.04446 -0.81678 -1.19551
C 4.76830 -1.31576 -1.05584
N -0.15651 0.19532 0.57371
N -0.53801 1.43014 0.24811
C -3.24840 0.22532 0.25286
H -6.40174 -1.67907 -1.55684
H -5.50762 -3.19479 -1.45163
H -7.21458 -3.14450 -0.98807
H -5.72849 -3.21018 1.01305
H -6.66360 -1.70259 0.96720
H -6.62370 0.17853 -0.08087
H -6.21789 2.52464 -0.57210
H -3.90882 3.44269 -0.54813
H 1.06018 -1.93633 1.08720
H 2.27892 -1.06187 2.05032
H 3.94566 0.20923 1.85861
H 6.18991 1.07439 1.58511
H 8.25281 1.21552 0.42218
H 8.68624 -0.21679 -0.51974
H 8.02719 1.19936 -1.32994
H 6.63621 -1.10291 -2.05274
H 4.34766 -1.99033 -1.78458
H -2.43180 -0.43836 0.48857

---

Question: Which formula does entry 1 have?
Answer: C19H18LiN13O3